Record 1
The following is a quantum chemistry calculation of C45H62IrN6O4 as an isolated structure at a distorted geometry, from the Open Molecules 2025 dataset.

```
118
Properties=species:S:1:pos:R:3:lowdin_charge:R:1
Ir -0.72376 0.04003 0.10436 1.45
C -4.12827 -4.75843 1.99632 -0.06
C -3.92235 -4.03994 0.65320 -0.36
C -4.68408 -2.71974 0.67953 -0.06
C -2.43731 -4.11606 0.20499 -0.10
C -2.09162 -5.42918 -0.12920 -0.05
C -0.87397 -5.77751 -0.66873 -0.05
C 0.02552 -4.77650 -0.96659 -0.04
C -0.25115 -3.44911 -0.67326 -0.13
C 0.81032 -2.44348 -1.08442 -0.38
C 1.01083 -2.46323 -2.59569 -0.04
C 2.14058 -2.68064 -0.36309 -0.04
C -1.44666 -3.11992 -0.00523 -0.11
N -1.59975 -1.79719 0.55507 -0.02
C -2.20762 -1.70737 1.69741 -0.12
C -2.48012 -0.46108 2.21644 -0.34
C -3.23865 -0.06427 3.30203 0.00
C -3.29223 1.32174 3.22969 -0.02
C -2.54665 1.74029 2.11920 -0.20
N -2.04582 0.63239 1.49727 -0.02
C -2.36427 3.19173 1.72276 -0.53
C -0.99599 3.67869 2.23257 -0.02
C -3.43955 4.05724 2.37919 -0.06
C -2.47271 3.32218 0.19975 -0.05
H -5.18944 -4.96702 2.14115 0.09
H -3.80099 -4.13890 2.83606 0.07
H -3.58930 -5.70465 2.04531 0.07
H -4.42110 -4.65044 -0.10192 0.13
H -4.58075 -2.19023 1.62730 0.07
H -5.74700 -2.93788 0.55647 0.09
H -4.39196 -2.05479 -0.11556 0.05
H -2.83423 -6.20233 0.02985 0.12
H -0.64431 -6.81185 -0.88974 0.11
H 0.96658 -5.02978 -1.43963 0.11
H 0.48244 -1.44046 -0.81900 0.03
H 1.36082 -3.43941 -2.93261 0.10
H 1.75157 -1.71524 -2.88063 0.08
H 0.07622 -2.24607 -3.11812 0.09
H 2.63435 -3.57899 -0.73743 0.09
H 1.98025 -2.80381 0.70870 0.05
H 2.81424 -1.83382 -0.52204 0.09
H -2.51423 -2.60154 2.22796 0.13
H -3.71382 -0.71687 4.01852 0.12
H -3.83493 1.97903 3.88744 0.11
H -0.92926 3.53641 3.31342 0.09
H -0.87152 4.74334 2.01640 0.09
H -0.19004 3.13259 1.76734 0.05
H -3.32039 4.08773 3.46303 0.08
H -4.44269 3.69467 2.14726 0.10
H -3.35355 5.07910 2.00567 0.09
H -1.72736 2.71368 -0.30667 0.03
H -2.33017 4.36471 -0.09469 0.09
H -3.45954 3.00036 -0.14043 0.10
C 4.73390 6.67068 -0.52231 -0.03
C 3.95181 5.39246 -0.42403 -0.23
C 2.72543 5.25123 -1.06308 0.01
C 1.95021 4.11188 -0.91972 -0.15
C 0.64739 4.02745 -1.66500 -0.01
C 2.43895 3.06886 -0.10269 -0.09
C 1.64390 1.91470 0.22911 -0.16
O 0.41573 1.84453 0.15182 -0.17
C 3.72378 3.16115 0.48423 -0.19
C 4.31748 2.03931 1.30720 -0.04
C 4.44732 4.32303 0.32223 0.00
H 4.24967 7.38234 -1.18752 0.08
H 5.74378 6.48138 -0.88888 0.09
H 4.82626 7.12672 0.46480 0.09
H 2.35826 6.06052 -1.68370 0.12
H 0.65869 4.71982 -2.50667 0.09
H -0.18626 4.29319 -1.01650 0.08
H 0.46375 3.01962 -2.03066 0.06
H 2.18409 1.05189 0.63901 0.11
H 3.70700 1.81119 2.18318 0.07
H 5.30770 2.31966 1.65915 0.08
H 4.42180 1.12755 0.71452 0.09
H 5.42036 4.41384 0.79145 0.13
C -1.98953 2.44869 -3.77842 -0.06
C -0.74031 1.84895 -4.42186 -0.15
C -0.44858 0.35626 -4.09309 -0.28
C 0.90936 -0.06505 -4.70648 -0.17
C 1.16288 0.37771 -6.14798 -0.08
C -1.57548 -0.49342 -4.65382 -0.40
O -1.63517 -0.84115 -5.80673 0.13
N -2.58165 -0.82123 -3.76807 0.22
C -2.63938 -0.55538 -2.40505 -0.52
O -3.64797 -0.76685 -1.78797 0.10
N -1.47680 -0.06835 -1.83421 0.03
C -0.39202 0.22503 -2.58075 -0.46
O 0.64571 0.44486 -1.93370 -0.03
H -2.09428 3.48902 -4.08681 0.09
H -1.94184 2.43011 -2.68700 0.06
H -2.89591 1.92519 -4.08812 0.09
H 0.13872 2.41944 -4.11395 0.11
H -0.82605 1.91673 -5.50521 0.12
H 0.97190 -1.15110 -4.66449 0.10
H 1.68971 0.33497 -4.05904 0.12
H 0.37027 0.04121 -6.81124 0.07
H 2.09882 -0.06411 -6.49093 0.08
H 1.25956 1.46025 -6.23199 0.07
H -3.37800 -1.31454 -4.14771 0.17
N 0.43354 -0.43743 1.71017 0.11
C 1.02624 -0.96733 2.54604 -0.16
N 1.70346 -1.52777 3.50593 -0.06
C 3.10759 -1.15580 3.76682 -0.11
C 4.01522 -2.32329 3.40939 -0.17
C 3.58989 -3.57368 4.18369 -0.19
C 2.12795 -3.92240 3.88957 -0.17
C 1.21841 -2.74086 4.19430 -0.11
H 3.19102 -0.91786 4.82974 0.14
H 3.34428 -0.25897 3.19622 0.11
H 5.04779 -2.05811 3.64217 0.12
H 3.94947 -2.51180 2.33406 0.11
H 3.71301 -3.39349 5.25651 0.12
H 4.23121 -4.41350 3.91765 0.12
H 1.80851 -4.77227 4.49469 0.12
H 2.01960 -4.20644 2.84007 0.11
H 1.22272 -2.52850 5.26592 0.13
H 0.19054 -2.92895 3.88876 0.13
```

## Properties
HOMO energy	-9.994	eV
net charge	+1
spin multiplicity	1
lowest unoccupied orbital energy	-0.112	Ha
largest force on an atom	0.0313	Eh/bohr
electronic energy	-67637.8479	eV

Record 2
The following is a quantum chemistry calculation of C45H63N7O3Ti as an isolated structure at a distorted geometry, from the Open Molecules 2025 dataset.

```
119
Properties=species:S:1:pos:R:3:lowdin_spin:R:1
Ti -0.04185 1.23683 -0.34753 1.54
C 4.06232 1.33693 2.57255 0.00
C 3.96268 1.86156 1.13847 0.00
C 5.02378 2.92652 0.85589 0.00
C 4.04498 0.76126 0.10775 0.00
C 5.12883 -0.11221 0.12187 0.00
C 5.29608 -1.05535 -0.87698 0.00
C 4.37075 -1.11352 -1.90699 0.00
C 3.26395 -0.26522 -1.94137 0.00
C 2.36181 -0.32900 -3.15910 0.00
C 2.99034 0.42759 -4.33137 0.00
C 2.03076 -1.76229 -3.57252 0.00
C 3.10402 0.66849 -0.90659 0.00
N 2.00382 1.57911 -0.85955 0.01
C 2.28723 2.84384 -1.30876 0.01
O 3.28841 3.24342 -1.88075 0.02
C 1.14628 3.82117 -1.02735 0.05
C 1.19647 5.18621 -1.23350 -0.01
C 0.06122 5.93998 -0.95418 0.05
C -1.11026 5.31507 -0.53594 -0.01
C -1.09545 3.94742 -0.37145 0.04
N 0.03108 3.24965 -0.55912 0.02
C -2.34239 3.07613 -0.23233 0.01
O -3.41977 3.57100 0.05769 0.01
N -2.06268 1.78516 -0.61089 0.01
C -3.16113 0.95108 -1.01185 0.01
C -3.48812 0.90683 -2.38005 0.00
C -4.42056 -0.03658 -2.80925 0.00
C -5.02104 -0.91549 -1.92475 0.00
C -4.71375 -0.82511 -0.57767 0.00
C -3.79511 0.11144 -0.10339 0.00
C -3.59648 0.24435 1.38998 0.00
C -3.52138 -1.10840 2.10211 0.00
C -4.70600 1.11681 1.98341 0.00
C -2.97888 1.87340 -3.46048 0.00
C -1.47205 2.05740 -3.65704 0.00
C -3.68018 3.23016 -3.32519 0.00
H 3.86334 2.13812 3.28924 0.00
H 5.06395 0.95571 2.78678 0.00
H 3.35473 0.52403 2.75822 0.00
H 2.99052 2.34972 1.02480 0.00
H 6.01930 2.51131 1.04295 0.00
H 4.89661 3.78771 1.51582 0.00
H 4.98354 3.27092 -0.18198 0.00
H 5.86680 -0.03318 0.91249 0.00
H 6.14832 -1.72322 -0.86430 0.00
H 4.51656 -1.82550 -2.70961 0.00
H 1.43502 0.19590 -2.90578 0.00
H 3.91188 -0.06800 -4.65151 0.00
H 3.23679 1.45203 -4.04910 0.00
H 2.31068 0.45729 -5.18698 0.00
H 2.91804 -2.28538 -3.93688 0.00
H 1.30119 -1.76956 -4.38623 0.00
H 1.62305 -2.34405 -2.74553 0.00
H 2.10718 5.61965 -1.62346 0.00
H 0.07351 7.01260 -1.10082 0.00
H -2.03744 5.84821 -0.37283 0.00
H -4.67234 -0.07692 -3.86375 0.00
H -5.72872 -1.65271 -2.28249 0.00
H -5.19867 -1.49055 0.12485 0.00
H -2.65151 0.77734 1.54475 0.00
H -4.47835 -1.63284 2.06499 0.00
H -3.30765 -0.95867 3.15863 0.00
H -2.76437 -1.79001 1.69580 0.00
H -5.66996 0.61665 1.84603 0.00
H -4.75224 2.09765 1.50611 0.00
H -4.55522 1.24920 3.05892 0.00
H -3.33201 1.43237 -4.39654 0.00
H -0.97067 2.39738 -2.75123 0.00
H -1.29720 2.81759 -4.42220 0.00
H -0.97593 1.15007 -4.01262 0.00
H -3.30748 3.80026 -2.47580 0.00
H -4.75307 3.10457 -3.17335 0.00
H -3.52674 3.82936 -4.22645 0.00
C 1.19401 1.62173 4.68660 0.00
C -0.13058 1.04707 4.21518 0.00
C -1.23676 2.10607 4.31096 0.00
C -0.50050 -0.16579 5.05964 0.00
N 0.04415 0.52772 2.82766 0.01
N 0.26731 1.55249 1.84279 0.02
H 1.12614 1.92611 5.73278 0.00
H 1.47891 2.50900 4.11345 0.00
H 1.98756 0.88090 4.58985 0.00
H -1.49876 2.27814 5.35654 0.00
H -2.14396 1.77842 3.79436 0.00
H -0.93665 3.07729 3.90823 0.00
H -0.43781 0.07716 6.12123 0.00
H 0.17738 -0.99593 4.85349 0.00
H -1.51669 -0.49633 4.85542 0.00
H -0.79959 0.02986 2.55081 0.00
H 1.25836 1.80915 1.87964 0.00
H -0.26073 2.40445 2.06085 0.00
C 1.16105 -6.01946 2.73191 0.00
C 0.05738 -6.29276 1.72268 0.00
N -0.01490 -5.26093 0.68561 0.00
C 0.89556 -5.39169 -0.45187 0.00
C 0.43071 -6.40754 -1.47743 0.00
C -0.68593 -4.12472 0.99748 0.00
O -1.21824 -3.93472 2.07943 0.00
C -0.79561 -3.08051 -0.07421 0.00
C -1.42448 -3.26689 -1.29042 0.06
C -1.48934 -2.20508 -2.17907 0.00
C -0.90466 -1.01075 -1.81690 0.05
N -0.35368 -0.79779 -0.61066 0.03
C -0.29082 -1.83350 0.23313 0.06
H 1.20909 -6.81832 3.47456 0.00
H 0.96563 -5.08266 3.25295 0.00
H 2.14233 -5.95541 2.25652 0.00
H -0.90558 -6.33247 2.22588 0.00
H 0.20908 -7.24912 1.21981 0.00
H 1.88126 -5.65566 -0.06088 0.00
H 1.01335 -4.41513 -0.91792 0.00
H 0.31166 -7.40451 -1.05094 0.00
H 1.15944 -6.48070 -2.28641 0.00
H -0.52716 -6.10917 -1.90767 0.00
H -1.86436 -4.22745 -1.53504 0.00
H -1.97035 -2.28743 -3.14317 0.00
H -0.90009 -0.17508 -2.50817 0.00
H 0.16774 -1.63874 1.19653 0.00
```

## Properties
expectation value of S²	2.02
HOMO energy (alpha / beta)	-5.881 / -8.264	eV
net charge	0
spin multiplicity	3
lowest unoccupied orbital energy (alpha / beta)	0.008 / 0.004	Ha
largest force on an atom	0.0215	Eh/bohr
electronic energy	-87380.1284	eV